(1)
33
Properties=species:S:1:pos:R:3:lowdin_charge:R:1 method="wB97M-V/def2-TZVPD" total_charge=0 gap_ev=9.67
C 1.268 0.454 0.597 -0.099
C 0.442 1.480 -0.164 -0.236
N 0.069 0.957 -1.513 0.115
B -1.224 0.326 -1.492 -0.663
O -1.326 -1.006 -1.091 0.265
B -2.333 -1.711 -1.703 -0.327
O -3.544 -1.096 -1.922 0.255
B -3.572 0.260 -1.647 -0.371
B -5.006 1.032 -1.084 -0.329
C -6.357 0.289 -0.814 -0.012
O -4.985 2.384 -0.840 0.135
O -2.401 0.982 -1.820 0.293
H 1.618 0.868 1.537 0.064
H 0.698 -0.454 0.775 0.072
H 2.130 0.203 -0.016 0.075
H 1.009 2.400 -0.259 0.114
H -0.470 1.689 0.404 0.112
H 0.096 1.691 -2.207 0.113
H -2.130 -2.828 -2.052 0.116
H -6.744 0.560 0.169 0.070
H -6.277 -0.791 -0.892 0.057
H -7.073 0.645 -1.558 0.074
H -4.381 2.810 -1.453 0.096
C 6.212 -0.551 2.019 -0.025
C 4.702 -0.596 1.990 -0.500
O 4.035 0.398 2.152 0.063
C 4.066 -1.944 1.747 -0.020
H 6.542 0.468 2.201 0.080
H 6.590 -1.198 2.812 0.084
H 6.615 -0.896 1.066 0.084
H 4.362 -2.644 2.529 0.085
H 4.387 -2.341 0.782 0.087
H 2.983 -1.841 1.748 0.072

---

(2)
88
Properties=species:S:1:pos:R:3:mulliken_spin:R:1 method="wB97M-V/def2-TZVPD" total_charge=+1 multiplicity=5 gap_ev="6.85 / 6.44"
Ir -0.721 -0.301 -1.610 1.285
C -0.072 -1.831 -5.188 -0.006
C -0.986 -2.704 -4.331 0.002
S -0.675 -2.754 -2.540 0.002
C 1.013 -3.496 -2.481 0.000
C 1.988 -2.849 -1.507 0.000
S 2.005 -1.026 -1.375 0.115
C 2.961 -0.478 -2.838 0.011
C 2.383 -0.829 -4.195 -0.003
S 0.616 -0.339 -4.378 0.048
H -0.646 -1.458 -6.038 0.000
H 0.780 -2.395 -5.568 0.000
H -0.968 -3.733 -4.697 0.000
H -2.012 -2.337 -4.374 0.002
H 1.401 -3.492 -3.496 0.000
H 0.865 -4.531 -2.173 -0.004
H 3.008 -3.147 -1.754 0.004
H 1.763 -3.158 -0.485 0.008
H 3.976 -0.875 -2.756 0.006
H 3.002 0.605 -2.720 0.002
H 2.461 -1.894 -4.396 0.000
H 2.941 -0.296 -4.967 0.002
C -0.579 3.461 0.783 0.063
C 0.107 2.490 -0.191 0.075
C 1.381 1.942 0.473 0.203
C 0.535 3.240 -1.466 0.072
C -0.879 1.425 -0.555 0.777
H 0.119 4.218 1.131 0.000
H -0.950 2.918 1.650 -0.019
H -1.420 3.955 0.301 -0.008
H 2.116 2.737 0.573 -0.002
H 1.813 1.141 -0.120 -0.076
H 1.154 1.570 1.468 -0.029
H 1.200 4.064 -1.222 -0.003
H -0.339 3.641 -1.968 0.013
H 1.051 2.553 -2.134 -0.018
H -1.804 1.480 0.020 -0.022
C -5.373 1.299 -2.632 -0.002
N -4.120 1.755 -3.187 0.019
C -4.021 2.898 -3.896 0.005
C -2.827 3.311 -4.392 -0.010
C -1.683 2.516 -4.098 0.025
N -1.787 1.422 -3.352 0.036
C -2.989 1.002 -2.910 -0.086
O -3.088 -0.040 -2.263 0.070
N -0.483 2.849 -4.594 0.001
H -6.166 1.988 -2.910 0.000
H -5.285 1.240 -1.547 0.001
H -5.606 0.298 -2.997 0.000
H -4.934 3.452 -4.047 0.000
H -2.745 4.206 -4.983 0.001
H -0.360 3.697 -5.120 0.000
H 0.317 2.297 -4.339 -0.001
S -1.344 -1.335 0.319 1.018
Sb 0.603 -1.026 2.311 0.208
C 0.042 -2.812 3.383 0.013
C -0.375 -3.924 2.669 0.012
C -0.704 -5.095 3.331 0.005
C -0.610 -5.153 4.711 0.000
C -0.208 -4.038 5.427 0.003
C 0.119 -2.867 4.764 -0.010
C 2.595 -0.488 3.167 0.205
C 2.823 -0.131 4.482 -0.049
C 4.085 0.294 4.867 0.014
C 5.119 0.341 3.948 -0.006
C 4.896 -0.040 2.637 0.013
C 3.630 -0.441 2.248 0.000
C -0.640 0.398 3.349 -0.021
C -0.091 1.493 3.998 -0.007
C -0.914 2.436 4.593 -0.001
C -2.290 2.304 4.512 0.003
C -2.841 1.222 3.847 0.003
C -2.018 0.267 3.274 0.052
H -0.459 -3.870 1.592 -0.009
H -1.027 -5.960 2.767 0.000
H -0.854 -6.068 5.230 0.000
H -0.146 -4.077 6.506 0.000
H 0.432 -1.999 5.328 0.000
H 2.028 -0.177 5.211 0.001
H 4.254 0.599 5.889 0.000
H 6.097 0.678 4.253 0.000
H 5.701 -0.013 1.916 0.000
H 3.442 -0.720 1.219 -0.004
H 0.982 1.624 4.036 0.003
H -0.478 3.275 5.114 0.000
H -2.931 3.041 4.973 0.000
H -3.915 1.121 3.776 0.000
H -2.449 -0.572 2.747 -0.005

---

no.,F_max (eV/A),E_tot (eV)
1,0.9,-20939.5240
2,2.0,-95198.9163